56
Properties=species:S:1:pos:R:3 method="wB97M-V/def2-TZVPD" total_energy_ev=-61254.2477 e_lumo_ev=-0.13 multiplicity=1 homo_ev=-7.65 homo_lumo_gap_ev=7.52
Pd 0.33 -0.99 -2.59
C 2.97 -0.97 1.88
C 1.92 -1.93 2.43
N 0.79 -2.12 1.53
C 0.97 -2.97 0.47
C 0.08 -3.13 -0.53
C 0.53 -3.79 -1.81
O 0.82 -4.96 -1.88
O 0.70 -2.93 -2.78
C -1.23 -2.49 -0.45
O -2.15 -2.74 -1.21
C -1.30 -1.43 0.57
C -2.34 -0.50 0.51
C -2.30 0.63 1.26
F -3.32 1.52 1.19
C -1.19 0.94 2.07
C -0.23 -0.04 2.24
C -0.26 -1.22 1.48
N -1.05 2.22 2.62
C -1.34 3.39 1.80
C -0.09 4.27 1.65
N 1.11 3.40 1.66
C 1.33 2.81 3.00
C -0.04 2.45 3.62
H 3.78 -0.86 2.60
H 2.54 0.01 1.67
H 3.38 -1.34 0.95
H 1.54 -1.60 3.40
H 2.36 -2.91 2.60
H 1.92 -3.48 0.45
H -3.16 -0.68 -0.17
H 0.64 0.18 2.83
H -2.16 3.98 2.23
H -1.64 3.06 0.81
H 0.00 5.00 2.46
H -0.12 4.81 0.71
H 1.93 3.92 1.37
H 0.94 2.63 0.87
H 1.84 3.55 3.62
H 1.98 1.94 2.89
H -0.37 3.26 4.28
H 0.06 1.56 4.24
O 0.49 1.79 -0.13
S 1.15 1.17 -1.30
O 2.30 1.92 -1.74
O 0.08 1.01 -2.38
O 1.46 -0.28 -0.99
N -3.05 -3.07 -6.03
N -2.05 -2.24 -5.56
N -1.49 -1.31 -6.31
C -0.69 -0.73 -5.44
N -0.79 -1.30 -4.24
N -1.67 -2.27 -4.33
H -2.78 -3.35 -6.97
H -3.06 -3.88 -5.42
H -0.04 0.10 -5.66